[1]
An isolated molecule of C2H6ClNO3S at a distorted geometry. Source: OMol25; level of theory: ωB97M-V/def2-TZVPD.

Results
**Frontier orbital gap**: 10.60 eV
**SMILES string**: O=S(=O)(O)CCNCl
**Strongest force on any atom**: 4.56 eV/A
**HOMO energy**: -10.3 eV

Geometry as ORCA input:
```
! RIJCOSX wB97M-V def2-TZVPD def2/J DEFGRID3
* xyz 0 1
N 0.351 -2.303 -0.815
S -0.323 1.303 0.912
C -0.259 -1.277 0.025
O 0.206 2.668 0.372
H -0.643 3.108 0.366
H 1.655 -0.258 0.399
O -0.118 1.325 2.390
H 1.351 -1.763 -1.138
H -0.116 -1.373 1.100
O -1.704 1.318 0.247
H -1.393 -1.119 -0.287
Cl -0.369 -2.142 -2.420
H 0.730 0.479 -1.126
C 0.631 0.035 -0.027
*
```


[2]
A cluster of 2 separate species, C6H14O in total. Source: OMol25; level of theory: ωB97M-V/def2-TZVPD.

Results
**Frontier orbital gap**: 11.83 eV
**SMILES string**: C[C@H]1C[C@@H](C)C1.O
**Strongest force on any atom**: 0.51 eV/A
**HOMO energy**: -10.9 eV

Geometry as ORCA input:
```
! RIJCOSX wB97M-V def2-TZVPD def2/J DEFGRID3
* xyz 0 1
H 2.958 0.094 0.647
H -3.239 -0.731 -0.841
H 1.974 -0.852 2.334
H -2.511 -0.161 -2.348
C 2.115 0.755 0.401
C -1.113 -0.305 -0.769
H -0.952 -1.040 1.320
H 2.439 1.310 -0.493
O 1.316 -1.553 2.336
C 0.041 0.625 -1.125
C -2.513 -0.027 -1.259
H -2.838 0.995 -1.041
H -0.977 0.727 1.172
H 0.469 0.642 -2.129
H -0.216 1.649 -0.810
H 0.511 -1.078 2.101
H 2.010 1.495 1.200
C 0.834 -0.014 0.009
C -0.629 -0.196 0.686
H -0.829 -1.317 -1.087
H 1.151 -1.016 -0.303
*
```


[3]
A cluster of 10 separate species, C54H130BF4N8O20 in total at a distorted geometry. Source: OMol25; level of theory: ωB97M-V/def2-TZVPD.

Results
**Frontier orbital gap**: 7.53 eV
**Strongest force on any atom**: 2.23 eV/A
**HOMO energy**: -16.6 eV

Geometry as ORCA input:
```
! RIJCOSX wB97M-V def2-TZVPD def2/J DEFGRID3
* xyz 5 1
H -0.760 4.596 -0.188
H -0.024 6.293 1.667
C -3.621 -4.827 2.411
O 6.008 -1.356 -0.716
H 4.374 2.869 2.258
H 3.293 4.775 -0.348
C -7.340 -3.988 0.750
C -2.627 -6.142 -2.353
C 0.634 -1.697 0.638
H -5.441 -2.868 2.546
O 2.177 1.707 -5.742
H -0.327 -1.580 5.361
H 0.388 -0.317 9.372
H 6.403 -2.880 -2.110
H -3.058 5.289 -1.009
C -5.757 -3.572 -0.939
F 0.996 -3.070 3.493
C -0.540 3.314 -6.330
H 1.053 -1.350 7.335
H -5.694 -4.652 -1.103
H 0.364 -4.689 0.235
C 1.346 -0.359 6.960
O 0.003 4.228 1.737
O -4.589 4.002 -1.413
H -4.458 1.373 2.861
H 1.161 3.802 -4.266
O 2.378 1.154 -0.895
H 0.094 -6.140 1.226
H -1.033 3.729 6.483
C 3.979 4.918 -3.609
H -2.943 -7.067 -1.849
H -0.840 -3.262 -2.291
H -2.541 -6.531 1.535
H -3.521 -5.599 -2.643
H 1.108 -0.041 -5.817
H -2.097 -6.521 -3.234
H 3.274 6.901 -3.840
C 5.496 0.875 -1.155
H -0.198 2.985 0.084
C 1.096 -0.301 5.484
H 4.046 1.308 0.325
H 2.487 -2.502 -2.416
H 3.558 -4.643 -3.927
H -1.086 0.703 2.092
C 2.070 0.350 -6.173
C -4.356 -2.995 -1.095
H -0.125 6.440 -3.104
H 1.490 5.400 6.100
C -1.097 0.856 3.181
H 1.253 -3.104 -1.288
H 2.406 -7.613 -1.939
C 1.027 4.421 6.283
F 0.042 -5.120 4.127
H -3.683 1.205 -3.890
C -4.483 -2.745 3.064
O -2.025 -0.182 -1.377
H -1.534 5.507 2.136
H -4.562 -3.086 4.099
B 0.057 -3.758 4.283
H -1.183 3.717 -7.120
H 4.362 4.298 -2.797
H 0.920 1.477 -4.083
C 1.697 -0.832 0.304
H 2.186 -5.436 -3.628
H 1.171 4.179 7.339
N -0.352 -0.561 5.139
H 3.335 2.507 5.022
H -8.207 -3.420 0.413
H 1.627 -1.060 4.906
H 4.768 0.015 0.599
C 6.647 -2.564 -1.086
C 5.225 3.009 1.579
H 4.382 -6.600 -4.083
N 5.010 0.952 0.231
H -5.240 4.847 0.411
H 1.765 0.876 3.022
H -0.183 1.357 9.217
H -1.542 -3.873 0.730
H 3.563 5.079 1.360
H -0.706 -3.175 -4.046
C 2.013 3.236 -3.910
O 0.773 0.756 7.583
H 2.843 -0.248 -5.680
H -1.047 -4.407 2.154
H 1.442 0.635 5.054
H 2.667 1.222 -3.784
H -0.009 -6.383 -1.391
H 4.665 -6.539 -2.331
H -4.005 -2.895 -2.121
H 1.987 -9.347 -4.923
C -5.621 4.576 -0.571
H 7.414 0.131 -0.679
O -1.795 -5.402 -1.477
C -0.765 -0.540 3.713
N 3.121 -5.249 -3.231
H -1.683 3.412 0.851
H -1.644 4.509 4.251
H -0.980 5.414 6.251
C -4.629 1.655 1.822
H 2.741 3.578 0.719
H -1.019 -0.068 5.729
H 0.857 -2.467 1.367
C -2.860 1.917 -3.828
H 6.890 1.661 0.995
N 3.242 3.932 -4.496
C -0.165 -3.019 -3.112
H -4.667 -5.121 2.233
H 2.575 -5.341 -1.297
H -4.259 -1.735 0.578
H 4.814 5.244 -4.226
N -4.205 -1.660 -0.443
H 0.129 -1.961 -3.145
H -1.832 4.013 -2.776
H -7.347 -5.014 0.381
H -4.040 1.155 -0.752
C -0.892 -6.198 -0.756
H -4.345 3.025 -2.927
H 1.044 5.511 3.874
H 3.893 3.194 -4.770
H -1.661 0.966 -5.354
C 1.133 1.725 2.758
H -3.658 -3.636 -0.561
C 1.925 -3.393 -2.097
H 0.134 4.164 -6.195
C -2.051 1.956 -5.093
H -4.944 -0.646 -2.042
C 3.903 -6.529 -3.107
H -2.050 1.244 3.532
O -1.637 -2.261 0.308
O -0.075 1.804 3.493
H -2.713 5.105 -3.844
H -3.786 2.245 1.453
H -0.341 6.551 4.097
H 1.020 1.727 1.666
H 0.461 -8.609 -4.819
C -2.720 -5.464 1.386
C -3.644 4.950 -1.867
H 0.079 2.525 -6.757
H 2.438 -0.332 7.098
H 0.079 1.499 -1.723
H 1.081 7.697 -3.367
O -4.642 0.435 1.076
C -2.818 4.392 -3.033
H 6.407 -3.296 -0.322
C 2.917 -4.526 -1.942
C 5.838 1.653 1.273
O 1.603 3.468 5.427
C 0.158 0.622 -1.092
F 0.251 -3.351 5.630
H 0.916 6.395 -4.563
H -6.149 -1.022 -0.838
H 5.829 0.995 2.143
H -6.337 3.759 -0.594
H 7.739 -2.462 -1.131
C -4.918 0.685 -0.281
H -2.743 2.185 -5.923
C 3.561 4.300 0.599
H 2.967 2.626 6.765
C 1.930 1.791 -4.369
C -0.674 -1.472 0.157
H 3.814 -4.138 -1.464
C 3.124 6.097 -3.113
H -5.623 2.104 1.797
O -6.145 -3.284 0.382
H -7.374 -4.048 1.838
N -1.413 -4.766 1.262
C -5.136 -0.645 -0.967
H 3.654 6.420 -2.210
H -6.077 5.449 -1.040
C -0.452 4.500 5.976
H -0.234 3.609 4.044
H 5.912 1.854 -1.404
H -4.071 3.444 -4.456
H 2.118 3.274 -2.829
C 2.938 -7.662 -2.902
C -0.900 -0.250 -0.811
H -2.231 1.623 -2.985
C 0.641 0.681 9.008
H 4.585 0.794 -1.750
O 2.732 -0.939 0.965
N -0.653 4.451 4.484
H 6.900 -0.298 -2.314
C 1.344 -8.812 -4.216
H 2.935 4.380 -5.360
O 1.028 -3.781 -3.132
H -3.179 -1.484 -0.554
N -3.576 3.218 -3.589
H 5.962 3.585 2.148
H 3.574 4.025 5.900
H -3.446 -5.211 3.425
C -0.699 3.822 0.586
O -1.112 3.005 -5.082
H 0.037 -1.006 3.149
H -4.240 -1.682 3.098
C 2.927 3.146 5.804
H 2.117 0.262 -7.251
C -0.338 -5.493 0.462
H -5.753 1.376 -0.437
H 1.133 -9.454 -3.363
O 4.776 3.616 0.388
C -0.027 5.582 3.707
H -1.692 -1.091 3.571
H 1.642 2.676 2.910
H -1.252 -7.197 -0.489
H 1.575 0.967 9.495
O 1.798 5.812 -2.783
O -3.501 -3.436 2.320
C 0.871 6.634 -3.495
C -0.442 5.477 2.264
H -4.168 5.822 -2.277
H -3.199 -5.471 0.406
H 3.466 -8.619 -2.900
O 1.950 -7.555 -3.913
H -6.438 -3.127 -1.673
C 6.556 -0.194 -1.283
F -1.244 -3.278 3.904
C 1.455 0.336 -0.629
*
```